[1]
Density functional theory data (ωB97M-V/def2-TZVPD) for C8H26N12O12Pb as an isolated structure.

XYZ file:
```
59
Properties=species:S:1:pos:R:3:forces:R:3:nbo_charge:R:1
N 0.429 5.352 -23.509 0.884 -0.671 0.435 -0.840
N 6.716 0.204 -24.463 -0.719 0.288 0.762 -0.812
O 5.216 6.330 -21.634 -0.948 0.779 -0.397 -0.705
N 2.089 2.075 -29.344 -0.962 0.838 -0.795 -0.836
O 3.069 2.740 -27.392 -0.534 -0.009 -0.521 -0.652
H 6.232 0.756 -27.536 0.345 -0.086 -0.111 0.410
N 6.471 2.777 -29.053 -0.796 -0.464 -1.112 -0.857
N 3.762 6.782 -28.784 -0.931 -0.943 0.033 -0.848
H 4.063 7.419 -23.863 -1.039 2.030 -0.700 0.485
C 7.014 3.467 -28.011 -1.443 -0.903 1.033 0.795
H 5.229 8.103 -27.543 0.344 0.186 0.589 0.378
H 7.703 3.188 -25.587 0.859 -0.802 -1.833 0.499
H 0.973 4.969 -22.751 -0.275 0.443 0.349 0.418
H 3.962 4.362 -21.583 0.106 0.564 0.977 0.472
H 2.396 -0.075 -28.570 0.337 -0.693 0.524 0.379
N 2.999 0.534 -28.049 0.090 1.040 0.748 -0.863
H 2.574 3.949 -20.512 0.178 0.102 -0.058 0.402
N 0.376 5.667 -25.736 -1.129 1.290 -1.116 -0.827
H 0.581 5.463 -26.697 0.401 -0.252 0.279 0.408
H 1.389 1.797 -23.000 0.100 0.187 -0.043 0.402
H 5.209 7.281 -25.992 0.017 -0.138 -0.052 0.441
O 1.878 4.244 -24.920 -0.436 0.427 0.860 -0.692
C 6.133 0.739 -25.545 -0.312 -0.507 0.150 0.812
H 3.494 0.304 -27.200 -0.356 -0.475 0.060 0.431
O 8.368 4.510 -23.295 1.456 -0.811 -0.544 -0.713
O 3.723 5.488 -26.897 -1.192 0.890 -1.256 -0.717
O 4.399 5.807 -23.654 -0.327 0.459 -0.381 -0.907
H 8.744 3.158 -28.912 0.271 0.213 0.083 0.387
H 8.834 4.116 -27.477 -0.009 -0.156 0.122 0.442
H 7.459 -0.246 -26.769 -0.043 0.174 -0.203 0.391
O 3.654 2.565 -23.188 0.063 0.273 1.465 -0.715
C 7.895 3.744 -24.139 -0.378 3.848 4.132 0.916
H 7.501 -0.419 -24.497 -0.045 0.146 0.103 0.395
C 4.080 6.505 -27.494 0.829 -1.351 0.359 0.788
H 5.467 2.674 -29.061 0.026 0.139 0.172 0.404
H 6.881 2.977 -29.952 -0.207 -0.121 -0.095 0.381
H 0.831 2.949 -21.865 0.239 -0.050 0.176 0.376
N 6.663 0.365 -26.716 0.409 -0.103 -1.157 -0.839
C 4.660 6.642 -22.689 1.691 -2.940 2.207 0.929
H -0.312 6.019 -23.400 0.274 0.064 0.236 0.396
O 4.245 7.894 -23.002 0.042 -0.578 -1.048 -0.729
Pb 4.342 3.735 -25.347 1.160 0.280 2.164 1.600
H 1.799 1.245 -29.826 -0.116 0.468 -0.598 0.386
N 8.286 3.763 -28.251 1.500 0.829 0.315 -0.823
O 6.383 3.637 -26.966 0.701 0.568 -1.046 -0.681
N 4.978 7.312 -26.975 1.010 1.876 0.438 -0.800
C 2.680 1.880 -28.158 1.660 -1.208 0.117 0.786
O 8.615 3.364 -25.242 -1.490 -0.671 -0.460 -0.779
H 1.979 2.997 -29.727 -0.275 -0.189 0.078 0.407
O 6.660 3.450 -24.105 -0.564 -1.553 -1.462 -0.860
N 3.099 3.864 -21.361 1.955 1.086 0.022 -0.842
H 3.149 6.073 -29.150 0.016 0.485 -0.597 0.404
H 6.198 0.382 -23.616 0.513 0.042 0.221 0.430
C 0.993 5.071 -24.706 -0.121 -1.148 -1.000 0.801
N 1.602 2.555 -22.374 -1.748 -1.412 0.202 -0.838
C 2.883 2.955 -22.286 -0.800 -0.851 -2.580 0.790
O 5.114 1.429 -25.520 -0.185 -0.810 -0.039 -0.737
H -0.445 6.226 -25.572 0.124 0.028 -0.084 0.374
H 4.039 7.618 -29.264 -0.220 -0.146 -0.120 0.400
```
Forces are in eV/Å.

Lowest unoccupied orbital energy (Eh): -0.008
Charge: 0
Strongest force on any atom (hartree/bohr): 0.1100
Orbital gap (eV): 6.025
Energy relative to the best compared isomer or geometry (same formula, charge and spin) (kJ/mol): 377.4
Electronic energy (a.u.): -2073.49432



[2]
Density functional theory data (ωB97M-V/def2-TZVPD) for C38H34GeMnN2O5S2 as an isolated structure.

XYZ file:
```
83
Properties=species:S:1:pos:R:3:forces:R:3:lowdin_spin:R:1
C 0.250 2.850 -2.547 -0.161 -0.016 -0.071 0.001
C 2.078 2.398 1.488 0.061 -0.092 -0.450 0.003
C -2.436 4.815 -0.768 -0.017 -0.119 -0.146 -0.001
C 3.114 7.080 1.947 0.124 0.135 0.139 0.000
C -3.845 6.526 0.149 -0.122 0.059 -0.029 0.000
H -0.710 2.498 -2.202 -0.027 -0.031 -0.039 0.001
C -0.317 -2.817 1.927 0.819 -0.312 -0.785 0.008
C -0.303 -3.986 2.699 -0.015 0.043 -0.012 0.001
C -4.963 1.741 2.093 0.620 0.122 0.119 0.000
C -3.661 5.457 -0.710 -0.112 -0.006 -0.123 0.000
C -6.697 2.271 -1.217 -0.042 0.178 -0.056 0.000
H -4.797 7.038 0.188 -0.050 0.017 0.000 0.000
S -3.338 2.619 2.193 -0.471 0.141 0.042 -0.011
H -4.815 0.797 2.615 -0.137 -0.009 0.044 0.000
H -1.003 -4.082 3.517 -0.106 -0.034 0.010 0.000
H 2.863 4.762 -1.630 0.105 0.032 -0.047 0.000
H -7.400 2.968 -1.652 -0.069 0.024 -0.041 0.000
C 1.607 5.906 0.461 -0.267 -0.415 -0.132 0.000
Mn -0.261 -0.162 -0.298 -1.391 -0.448 0.320 3.817
C 1.934 2.845 -4.253 0.082 0.016 -0.045 0.000
C 1.557 -3.758 0.679 0.059 0.193 -0.100 0.005
C 2.227 1.607 0.173 1.067 0.436 0.704 0.012
H 2.265 -3.653 -0.131 0.046 0.049 -0.045 0.000
C 2.249 4.116 -2.244 0.009 0.154 0.139 0.000
C 1.008 3.710 -1.766 -0.262 0.311 0.680 0.000
C -2.660 -2.225 2.730 0.130 0.066 0.068 0.004
H 2.901 3.115 1.545 0.018 -0.161 -0.033 0.001
C -4.890 0.510 -0.090 -0.135 -0.055 0.074 0.000
H -5.651 2.377 2.647 -0.027 -0.064 0.033 0.000
H 2.269 5.171 2.359 0.026 -0.075 0.077 0.000
C -1.792 -1.314 -2.072 -0.632 -0.350 -0.862 0.006
H -0.776 6.605 1.544 0.070 0.112 0.075 0.000
Ge 0.422 4.348 0.027 0.095 0.195 0.386 0.001
C 2.326 5.983 1.647 -0.085 -0.225 0.069 0.000
C -6.180 1.237 -1.978 -0.070 -0.089 -0.090 0.000
C -1.336 -1.812 2.141 -0.637 1.430 0.029 0.019
H 0.601 3.626 2.494 -0.023 0.124 0.000 0.000
H 0.110 1.722 -4.347 -0.060 -0.094 -0.064 0.000
N -2.041 0.351 2.199 -1.204 0.487 1.359 0.000
O 0.742 -1.652 0.122 0.846 0.090 -0.791 0.057
C 0.722 3.077 1.558 -0.293 0.308 -0.363 0.001
H 2.288 2.511 -5.219 0.047 -0.030 -0.035 0.000
H -2.928 7.791 1.610 0.002 0.018 0.085 0.000
C 2.705 3.699 -3.481 0.137 0.012 -0.122 0.000
C -2.798 6.942 0.952 -0.114 0.155 0.156 0.000
H -2.749 -1.873 3.758 -0.055 0.048 0.077 0.001
C 1.525 -4.893 1.451 -0.100 0.115 -0.069 0.001
C 2.479 8.086 -0.128 0.017 0.181 -0.102 0.000
H -2.779 -3.304 2.699 -0.022 -0.005 0.032 0.000
H 0.561 -5.902 3.088 0.011 0.021 0.057 0.000
O 3.287 1.597 -0.423 -0.138 -0.079 0.008 0.011
C 0.594 -5.010 2.477 -0.069 -0.134 0.230 0.007
C -5.272 0.359 -1.411 0.009 -0.032 -0.035 0.000
H 2.532 8.913 -0.825 -0.008 0.006 -0.034 0.000
H 1.135 6.946 -1.342 -0.008 0.077 -0.109 0.000
H -4.473 5.122 -1.340 -0.049 -0.047 -0.050 0.000
H 2.214 -5.702 1.246 0.058 -0.027 0.001 0.000
H 3.669 4.029 -3.843 0.064 0.017 0.025 0.000
H -0.050 2.312 1.533 0.046 0.196 0.035 0.000
C 0.712 2.412 -3.775 -0.161 -0.056 -0.076 0.000
H -6.497 1.106 -3.003 0.032 0.026 -0.083 0.000
O -1.881 -1.486 -0.833 0.362 0.301 1.083 -0.026
C -5.399 1.550 0.682 -0.209 -0.052 -0.145 0.000
H -2.311 3.982 -1.442 -0.033 -0.011 -0.101 -0.001
S -1.852 1.605 -0.184 0.304 -0.301 -0.060 -0.070
C -2.334 1.355 1.465 0.463 -0.522 -0.484 -0.002
H -4.177 -0.183 0.329 0.056 -0.086 0.073 0.000
H -6.696 3.254 0.680 -0.032 0.108 0.093 0.000
C -1.586 6.279 0.906 0.210 -0.004 0.105 0.000
H 3.811 8.997 1.288 0.016 0.030 -0.001 0.000
O -0.967 -0.571 -2.607 0.581 0.465 -0.042 0.042
C -1.384 5.207 0.047 0.656 -0.358 -0.080 0.000
H 3.665 7.111 2.879 0.018 0.001 0.019 0.000
H -3.465 -1.770 2.155 0.018 0.043 0.025 0.001
C -6.301 2.434 0.098 0.060 -0.083 0.021 0.000
N -1.148 -0.564 1.793 0.982 -1.298 -0.880 0.038
H -4.839 -0.438 -1.998 -0.001 -0.078 -0.043 0.000
O 1.159 1.010 -0.214 -0.500 -0.342 -0.478 0.070
H 2.187 1.684 2.312 0.031 0.001 -0.001 0.000
C 1.696 6.982 -0.416 -0.127 -0.076 -0.140 0.000
C 3.195 8.137 1.058 0.077 0.075 0.046 0.000
C 0.665 -2.683 0.890 -0.637 -0.538 0.785 0.005
H -2.524 -1.869 -2.706 0.243 0.136 0.170 -0.002
```
Forces are in eV/Å.

Lowest unoccupied orbital energy (spin up / spin down) (Eh): 0.055 / 0.080
Charge: -1
Multiplicity: 5
Strongest force on any atom (hartree/bohr): 0.0366
Orbital gap (spin up / spin down) (eV): 6.760 / 7.485
Expectation value of S²: 6.083
Energy relative to the best compared isomer or geometry (same formula, charge and spin) (kJ/mol): 51.3
Electronic energy (a.u.): -5978.62323